No. 1
The following is a quantum chemistry calculation of a structure of composition C9H17CuNOP in a non-equilibrium geometry, from the Open Molecules 2025 dataset.

* 2S+1: 2
* total charge: -1
* orbital gap (spin up / spin down): 2.803 / 5.818 eV
* relative energy (zero: lowest compared OMol25 entry of this formula, charge and spin): 10.5 kcal/mol

Positions of all 30 atoms, in Å:
1 H 0.56339 -2.63091 -1.80093
2 H 1.41589 -2.55539 0.20273
3 H -1.76615 1.69830 0.11757
4 C 3.06817 1.64508 -1.42594
5 H -1.05192 -2.48926 3.36174
6 H -3.25542 -0.03444 2.71606
7 H 2.69652 -2.28075 -1.53954
8 H 0.23016 -1.30751 2.93603
9 O -0.03063 -0.29464 0.45796
10 C -1.19591 -0.23981 0.81646
11 C -2.13213 0.65282 0.05093
12 H 0.11216 3.23169 -1.23366
13 H -3.16975 0.62777 0.43260
14 C 1.10999 1.87412 -2.72244
15 H 4.07007 1.33587 -1.12450
16 C -2.96441 -1.04261 2.35712
17 H 2.41580 3.00602 0.21340
18 C 2.35616 1.17821 -2.62464
19 H 0.38632 1.80836 -3.53519
20 H 2.78492 0.53359 -3.39516
21 H -3.64077 -1.37305 1.54084
22 H -3.10415 -1.75304 3.20073
23 H -2.14382 0.33776 -1.01274
24 C 0.95750 2.59031 -1.49340
25 C -0.61394 -1.90211 2.52659
26 P 1.45018 -1.84698 -1.02234
27 C 2.21448 2.50680 -0.73560
28 Cu 1.05017 0.38494 -0.93748
29 H -0.22288 -2.63600 1.79186
30 N -1.59004 -1.02514 1.88097

Atom charges from the natural (NBO) analysis, given in e for atoms 1 to 8: -0.0249, -0.0115, 0.1958, -0.3816, 0.1773, 0.1525, -0.0541, 0.1873

=====

No. 2
The following is a quantum chemistry calculation of the ion C9H17FN with charge +1 in a non-equilibrium geometry, from the Open Molecules 2025 dataset.

* total charge: +1
* orbital gap (spin up / spin down): 7.480 / 8.007 eV
* relative energy (zero: lowest compared OMol25 entry of this formula, charge and spin): 22.7 kcal/mol

Positions of all 28 atoms, in Å:
1 F 0.81484 -0.56642 -1.97872
2 H -0.49405 -2.75088 -2.37801
3 H -0.08731 2.86843 1.19863
4 H 0.18575 -2.42664 0.21402
5 H 1.25903 1.41184 -1.12920
6 H -2.33409 0.39823 -1.92658
7 H 1.52844 2.17534 1.16591
8 H 2.19425 -0.23384 2.35441
9 C -0.52855 -0.67667 -1.89182
10 C 0.48777 2.06758 -0.72608
11 H -0.97990 -1.67886 -3.68572
12 H -1.13416 0.67938 1.07221
13 N 0.62023 -0.47515 0.95172
14 H -2.11759 -2.01379 -2.36782
15 C 1.50521 -1.00547 2.01514
16 C -0.09516 0.75810 1.39196
17 H 0.90150 -1.34796 2.85511
18 H -1.25315 -1.53030 0.89652
19 C -0.86810 1.71553 -1.23916
20 C -1.06895 -1.85323 -2.60580
21 C 0.50522 2.03671 0.81498
22 C -0.28755 -1.48298 0.42675
23 H 0.73501 3.08117 -1.04216
24 C -1.28726 0.51432 -1.68363
25 H -1.59915 2.50874 -1.17980
26 H 1.23492 -0.20391 0.16887
27 H 2.08180 -1.84608 1.63204
28 H -0.07176 0.79934 2.48160

Atom charges from the natural (NBO) analysis, given in e for atoms 1 to 8: -0.3494, 0.2494, 0.2431, 0.2059, 0.2183, 0.2464, 0.2254, 0.2272

=====

No. 3
The following is a quantum chemistry calculation of the ion C9H17FN with charge +1 in a non-equilibrium geometry, from the Open Molecules 2025 dataset.

* total charge: +1
* structure (SMILES): C=C[N@H+]1C[C@@H](F)C[C@@H](CC)C1
* orbital gap: 10.671 eV
* relative energy (zero: lowest compared OMol25 entry of this formula, charge and spin): 0.0 kcal/mol

Positions of all 28 atoms, in Å:
1 H 1.06976 -1.16279 0.46030
2 C 0.10302 1.59285 1.59723
3 C -1.13649 0.74375 -0.42959
4 H -1.92137 0.01144 -0.60583
5 H -1.45080 1.64622 -0.95125
6 C 1.24994 -0.16587 0.06654
7 H 0.62049 0.94121 -1.66211
8 C -1.65333 -0.19222 1.78635
9 H -1.88257 1.70354 1.20641
10 H 1.13371 -2.24063 -3.16012
11 H -1.08583 -0.79968 -2.37494
12 H 0.47485 -0.86293 -3.97660
13 C 0.19303 0.19517 -0.99012
14 H -0.25951 -1.92427 -1.30676
15 H 0.03408 1.59405 2.68303
16 H 1.80938 -0.62376 -2.82286
17 C -0.12995 -1.01347 -1.89178
18 C 1.38277 0.88367 1.16485
19 H 2.09268 1.64997 0.85506
20 H 2.21035 -0.17198 -0.44616
21 C -0.86515 -1.15170 2.27335
22 H 0.10130 -0.99881 2.74001
23 N -1.15889 0.99950 1.05507
24 H -1.22945 -2.17301 2.23701
25 H -2.72216 -0.20583 1.96521
26 C 0.90151 -1.18573 -3.02994
27 H 0.15295 2.63342 1.28240
28 F 1.96569 0.27790 2.27522

Atom charges from the natural (NBO) analysis, given in e for atoms 1 to 8: 0.2359, -0.2718, -0.2166, 0.2378, 0.2372, -0.4460, 0.2255, -0.0750

=====

No. 4
The following is a quantum chemistry calculation of a cluster of 2 separate species, C9H17I2N5O6P in total in a non-equilibrium geometry, from the Open Molecules 2025 dataset.

* total charge: +1
* orbital gap: 8.213 eV

Positions of all 40 atoms, in Å:
1 H -0.81682 -1.91707 -2.54190
2 H -4.61120 -6.55110 -0.77040
3 O -3.60489 -4.77446 -0.90884
4 C 3.16379 2.36818 0.61376
5 N 3.47679 4.81868 0.45606
6 H 0.64256 1.82924 1.40689
7 C 3.32390 1.70878 1.86577
8 H -2.86069 -0.83569 -0.46668
9 O -2.39179 -2.76617 0.02492
10 H 3.09246 -0.35966 1.13756
11 P -2.14707 -4.14352 -0.75348
12 C -3.32284 -1.82243 -0.48926
13 C 3.86990 0.19506 1.77465
14 H 3.87178 -0.31694 2.78659
15 H -4.20999 -1.81089 0.14591
16 O -1.39186 1.89262 0.88980
17 O -2.27815 1.12115 -0.86697
18 H 4.50134 4.82516 0.49829
19 N 1.34157 5.75494 0.27742
20 H 0.11736 -3.16105 -1.66976
21 C -3.92497 -5.94996 -0.17257
22 H -3.04249 -6.55450 0.03986
23 H 0.32455 1.59477 -0.36691
24 H 4.86763 0.17988 1.23862
25 C -0.60346 -2.98663 -2.47177
26 H -4.41694 -5.67529 0.76197
27 H -0.64588 4.22691 0.27587
28 C 2.75443 6.02544 0.31668
29 H 3.10380 7.09351 0.21134
30 I 2.86097 2.69524 3.74018
31 O -1.12399 -5.01317 -0.13653
32 I 3.64956 1.36849 -1.26935
33 H -0.17261 -3.32392 -3.41473
34 N 2.64500 3.72577 0.51171
35 C 1.35748 4.30623 0.40015
36 O -1.81806 -3.68811 -2.25088
37 H -3.61874 -2.04690 -1.51582
38 C -0.02509 2.18954 0.55230
39 N 0.20194 3.64628 0.39890
40 N -2.13927 2.13156 -0.25931

Atom charges from the natural (NBO) analysis, given in e for atoms 1 to 8: 0.1701, 0.1953, -0.8131, -0.1451, -0.3564, 0.2247, -0.0970, 0.1868

=====

No. 5
The following is a quantum chemistry calculation of a structure of composition C9H17Li2O9P in a non-equilibrium geometry, from the Open Molecules 2025 dataset.

* total charge: -2
* orbital gap: 3.773 eV
* relative energy (zero: lowest compared OMol25 entry of this formula, charge and spin): 370.6 kcal/mol

Positions of all 38 atoms, in Å:
1 H 2.86180 -1.36500 -0.81074
2 C 2.40689 -1.51864 1.24885
3 H 1.38931 -2.18150 -0.60864
4 O -0.86186 3.36887 -1.75607
5 C 1.97362 -1.36788 -0.17888
6 O 0.11309 1.92177 0.45052
7 O -1.66864 3.68320 0.28240
8 C -0.51226 -2.55611 -0.51199
9 H 0.46381 -2.97682 -0.75364
10 O -2.18646 2.23458 -3.07877
11 H 1.16561 0.44945 -1.13246
12 O -2.22155 1.42127 0.84347
13 C 1.40394 -0.01401 -0.17512
14 H -1.41585 -1.15593 -1.97133
15 H 3.12610 1.28160 0.14051
16 H -1.14959 -3.08123 1.51778
17 C -0.72247 -1.18206 -1.13071
18 O -1.30705 2.89703 2.57355
19 C -0.68368 -2.26147 0.97094
20 H 1.84655 1.65679 1.24906
21 H -1.26454 -3.27047 -0.84644
22 C -1.43085 2.33846 -2.02542
23 H 1.55606 -1.84374 1.84762
24 H 0.42024 -0.12821 0.28030
25 H -1.97128 3.09409 -3.44827
26 H 0.29690 -2.12176 1.42595
27 C 2.30441 0.83417 0.69972
28 O -1.19565 1.36343 -1.29014
29 P -1.18558 2.48818 1.09109
30 O 2.89382 -0.21127 1.58699
31 H 0.24968 -0.76304 -1.39042
32 H -1.30736 -0.40150 1.97028
33 C -1.51883 -0.97593 1.06839
34 H -2.59665 -1.12460 1.13392
35 H 3.18849 -2.26642 1.38305
36 O -1.11581 -0.30005 -0.06501
37 Li -0.97995 0.99776 -0.09825
38 Li -0.36456 3.03714 -0.49224

Atom charges from the natural (NBO) analysis, given in e for atoms 1 to 8: 0.1686, -0.0442, 0.1965, -0.7960, -0.4393, -1.3186, -1.2733, -0.4181

=====

No. 6
The following is a quantum chemistry calculation of the ion C9H17N2 with charge +1 in a non-equilibrium geometry, from the Open Molecules 2025 dataset.

* total charge: +1
* structure (SMILES): CC(C)=C/C(C)=[NH+]\C[C@@H]1CN1
* orbital gap: 8.042 eV
* relative energy (zero: lowest compared OMol25 entry of this formula, charge and spin): 89.0 kcal/mol

Positions of all 28 atoms, in Å:
1 C -0.70976 0.02575 -0.69961
2 H -3.45392 1.53240 -1.73956
3 C -0.53800 -1.95943 1.06579
4 C -1.98624 0.50666 -0.51349
5 H 3.28365 1.33830 -1.07531
6 H -1.77401 2.06685 -2.03184
7 H -3.89155 0.63519 0.71083
8 C 2.98466 0.67050 1.06915
9 C -0.00705 -1.09330 -0.05521
10 C -2.83238 0.23074 0.73629
11 H -2.56690 0.77597 1.68388
12 H 0.88645 1.12109 0.69082
13 C 2.72820 0.65288 -0.41912
14 N 1.22403 -1.40100 -0.34449
15 H 3.68532 1.28885 1.57380
16 H -2.66795 2.55821 -0.66245
17 C -2.50443 1.61258 -1.23002
18 H -0.34061 0.54929 -1.49373
19 H 3.10060 -1.23794 -1.14263
20 H 1.43987 -2.31241 0.01686
21 H 0.04614 -2.86904 1.20770
22 C 2.21041 -0.60895 -1.16846
23 N 1.87385 1.38043 0.40306
24 H 1.97386 -0.56441 -2.26498
25 H -2.84283 -0.80756 0.95175
26 H -0.51997 -1.55148 2.03549
27 H 2.75992 -0.31725 1.60640
28 H -1.56134 -2.22292 1.08910

Atom charges from the natural (NBO) analysis, given in e for atoms 1 to 8: -0.3880, 0.2754, -0.6935, 0.2517, 0.2324, 0.2281, 0.2528, -0.2513

=====

No. 7
The following is a quantum chemistry calculation of the ion C9H17N2 with charge +1 in a non-equilibrium geometry, from the Open Molecules 2025 dataset.

* total charge: +1
* structure (SMILES): CN1CC(C)(C)[NH2+][C@]2(C)C=C12
* orbital gap: 9.665 eV
* relative energy (zero: lowest compared OMol25 entry of this formula, charge and spin): 122.0 kcal/mol

Positions of all 28 atoms, in Å:
1 N -1.36274 -1.00771 -0.31458
2 H 2.30542 -0.75625 -1.34247
3 H 2.59743 -1.45544 0.67057
4 H 0.66846 -0.58833 -2.10116
5 N 0.52859 1.14839 0.73403
6 H -2.75043 1.64935 1.81012
7 H 0.41211 -2.12279 -0.39645
8 H -2.15225 -2.69955 -1.33753
9 C -2.07499 1.03482 1.07956
10 H 0.45909 1.12084 1.81383
11 C -0.09561 -1.36190 0.15778
12 C 1.37582 -0.12675 -1.31359
13 H -3.45512 -1.82353 -0.26096
14 H 2.77722 0.28513 1.15775
15 C 2.03029 -0.61560 1.17740
16 H -1.96857 2.71496 -1.11867
17 C 0.92242 -0.18904 0.19638
18 C -2.34439 -2.12918 -0.36348
19 C -0.86592 1.49513 0.26559
20 C -0.92515 2.60962 -0.71832
21 C -1.66156 0.21589 0.16113
22 H -2.07042 -2.79820 0.41727
23 H -0.25744 -2.00313 1.03946
24 H -0.37880 2.15998 -1.58902
25 H 1.16114 1.74575 0.34714
26 H -0.50719 3.58958 -0.32792
27 H 1.48256 1.00873 -1.46441
28 H 1.70607 -0.81520 2.11916

Atom charges from the natural (NBO) analysis, given in e for atoms 1 to 8: -0.4395, 0.2489, 0.2446, 0.2615, -0.5311, 0.2816, 0.2243, 0.2237

=====

No. 8
The following is a quantum chemistry calculation of the ion C9H17N2O2 with charge +1 in a non-equilibrium geometry, from the Open Molecules 2025 dataset.

* total charge: +1
* structure (SMILES): CO[C@]1(C)C(=O)N2[C@@H]1[NH2+]CC2(C)C
* orbital gap: 10.223 eV
* relative energy (zero: lowest compared OMol25 entry of this formula, charge and spin): 70.4 kcal/mol

Positions of all 30 atoms, in Å:
1 C -0.62354 -1.00907 0.12643
2 H -2.20516 -0.31228 -2.19647
3 H 2.55912 -2.79606 0.81959
4 H -2.42991 -0.71668 1.17183
5 H -1.21138 0.18155 1.76124
6 C -0.30956 2.37198 -1.39512
7 C 2.23513 0.14621 2.36165
8 H 1.04710 -3.28370 0.31973
9 H 1.36434 -2.91985 1.99453
10 C 1.03315 -1.20002 0.87562
11 H 0.34104 2.42377 -2.17861
12 H -0.80298 -0.06135 -3.18171
13 H -0.98253 -2.01450 -0.18431
14 H -2.09417 1.26984 -3.13950
15 O 0.94339 -0.35645 1.96891
16 H 0.20171 2.77802 -0.47452
17 C 1.34672 -0.45457 -0.48468
18 H 2.12287 0.77182 3.15291
19 C -0.83119 0.99734 -1.23825
20 C -1.92358 1.04869 -0.04188
21 C 1.53320 -2.61387 0.96831
22 H 3.01006 -0.62814 2.50108
23 H -1.12242 2.92166 -1.63395
24 H 2.57341 0.76013 1.50529
25 H -1.95265 1.91203 0.54749
26 H -3.01255 0.89183 -0.49018
27 O 2.32667 -0.27631 -1.14130
28 C -1.51643 0.46917 -2.47050
29 N 0.02117 -0.06836 -0.72693
30 N -1.64103 -0.23282 0.90331

Atom charges from the natural (NBO) analysis, given in e for atoms 1 to 8: 0.0885, 0.2081, 0.2565, 0.4317, 0.4547, -0.6028, -0.2473, 0.2384

=====

no.,E_tot (Ha)
1,-2464.8283
2,-507.4006
3,-507.4368
4,-2014.7308
5,-1386.4157
6,-462.2812
7,-462.2287
8,-612.7809